(1)
Below is a 2-piece molecular cluster, C4H12N2 overall at a distorted geometry, with properties calculated with the ωB97M-V functional and the def2-TZVPD basis.

Total energy = -7320.04904 eV
Frontier orbital gap = 9.90 eV
Energy above the lowest of the compared OMol25 structures with the same formula, charge and spin = 2.9797 eV
LUMO energy = 0.81 eV
Multiplicity = 1
Maximum force = 4.82 eV Å⁻¹
Charge = 0

Cartesian coordinates (Å):
C -1.78 -1.12 -4.10
C -1.11 -0.38 -3.18
N -0.67 0.85 -3.60
H -1.94 -0.85 -5.14
H -2.41 -1.94 -3.84
H -0.91 -0.62 -2.07
H 0.41 1.11 -3.57
H -1.07 1.49 -2.88
C 0.34 1.23 2.50
N 0.79 -0.20 2.14
C 1.45 -0.82 3.33
H -0.29 1.40 1.68
H 1.22 1.88 2.71
H -0.22 1.03 3.43
H 1.54 -0.21 1.40
H 0.59 -0.97 3.93
H 1.98 -1.79 3.28
H 2.09 -0.10 3.96

(2)
Below is a 2-piece molecular cluster, C3H4OSi overall at a distorted geometry, with properties calculated with the ωB97M-V functional and the def2-TZVPD basis.

Total energy = -13095.87022 eV
Frontier orbital gap = 9.49 eV
Energy above the lowest of the compared OMol25 structures with the same formula, charge and spin = 2.9507 eV
LUMO energy = -0.21 eV
Multiplicity = 1
Maximum force = 3.92 eV Å⁻¹
Charge = 0

Cartesian coordinates (Å):
C 1.68 -1.93 0.62
C 0.86 -1.32 0.00
C -0.42 0.01 -1.08
O -0.56 -0.28 -2.20
Si -0.91 1.32 0.18
H 2.36 -2.56 1.14
H -1.52 0.57 1.27
H 0.36 1.95 0.52
H -1.84 2.25 -0.44

(3)
Below is a 2-piece molecular cluster, C5H11NO overall, with properties calculated with the ωB97M-V functional and the def2-TZVPD basis.

Total energy = -8897.28226 eV
Frontier orbital gap = 8.42 eV
Energy above the lowest of the compared OMol25 structures with the same formula, charge and spin = 4.4151 eV
LUMO energy = -0.15 eV
Multiplicity = 1
Maximum force = 0.28 eV Å⁻¹
Charge = 0

Cartesian coordinates (Å):
C 2.78 -0.05 0.20
N 1.37 -0.16 -0.08
C 0.61 0.88 0.09
O 0.71 2.07 0.46
C -0.85 0.65 -0.24
C -1.03 -1.38 -0.87
C -1.84 0.67 0.88
H 3.36 -0.33 -0.68
H 3.06 -0.73 1.02
H 3.05 0.98 0.49
H 0.03 -0.92 -0.57
H -1.17 1.11 -1.17
H -1.42 -1.92 -0.01
H -0.57 -2.08 -1.58
H -1.84 -0.91 -1.43
H -2.84 0.36 0.55
H -1.51 0.05 1.72
H -1.89 1.71 1.21

(4)
Below is C56H45N8O5SeSn as an isolated structure at a distorted geometry, with properties calculated with the ωB97M-V functional and the def2-TZVPD basis.

Total energy = -152141.58007 eV
Frontier orbital gap = 7.30 eV
Energy above the lowest of the compared OMol25 structures with the same formula, charge and spin = 2.2779 eV
LUMO energy = 1.50 eV
Multiplicity = 1
Maximum force = 3.14 eV Å⁻¹
Charge = -1

Cartesian coordinates (Å):
Sn -0.14 -0.92 -0.16
O 2.98 -0.55 -5.80
C 2.61 0.62 -5.62
O 1.97 1.40 -6.32
C 2.85 1.14 -4.17
C 3.21 0.14 -3.26
C 3.36 0.46 -1.91
N 3.05 1.72 -1.50
C 2.65 2.63 -2.38
C 2.55 2.42 -3.75
C 1.92 3.83 -1.75
C 0.80 4.33 -2.34
C 0.00 5.22 -1.59
C 0.41 5.67 -0.37
C 1.63 5.18 0.10
N 2.35 4.25 -0.53
C 3.76 -0.62 -0.94
C 3.33 -1.89 -1.15
C 3.80 -2.84 -0.23
C 4.62 -2.49 0.78
C 5.00 -1.13 0.85
N 4.56 -0.18 0.05
H 3.46 -0.80 -3.65
H 2.24 3.16 -4.44
H 0.47 3.93 -3.29
H -1.00 5.55 -1.95
H -0.27 6.34 0.15
H 1.90 5.50 1.13
H 2.53 -2.16 -1.94
H 3.53 -3.90 -0.30
H 5.03 -3.10 1.54
H 5.75 -0.74 1.51
O -1.17 -1.44 -1.78
C -1.40 -0.60 -2.92
C -0.68 0.80 -2.84
C -1.33 1.63 -1.69
C -2.19 2.69 -1.82
C -2.78 3.23 -0.70
C -2.49 2.73 0.54
C -1.63 1.71 0.66
C -1.18 1.01 1.93
C -1.92 -0.35 2.14
O -1.90 -1.10 0.94
C -3.42 -0.01 2.46
C -3.85 0.50 3.70
C -5.15 0.95 3.87
C -6.02 0.88 2.78
C -5.59 0.41 1.55
C -4.33 -0.20 1.44
C -1.29 -1.10 3.30
C -0.66 -0.43 4.33
C -0.16 -1.13 5.40
C -0.10 -2.54 5.34
C -0.69 -3.23 4.30
C -1.33 -2.51 3.30
N -1.06 1.22 -0.44
C -0.94 -1.49 -4.16
C -0.05 -1.02 -5.14
C 0.18 -1.86 -6.29
C -0.24 -3.13 -6.38
C -1.04 -3.66 -5.37
C -1.34 -2.87 -4.26
C -2.90 -0.37 -3.08
C -3.44 0.32 -4.17
C -4.74 0.79 -4.07
C -5.53 0.49 -2.97
C -5.02 -0.34 -1.99
C -3.66 -0.71 -1.98
H -0.69 1.31 -3.79
H 0.39 0.61 -2.69
H -2.33 3.01 -2.83
H -3.42 4.15 -0.75
H -3.08 3.05 1.37
H -1.54 1.74 2.73
H -0.10 0.92 2.01
H -3.11 0.55 4.50
H -5.47 1.39 4.83
H -7.09 1.28 2.82
H -6.32 0.31 0.77
H -4.03 -0.61 0.50
H -0.56 0.65 4.32
H 0.27 -0.60 6.22
H 0.34 -3.10 6.15
H -0.58 -4.30 4.22
H -1.90 -2.99 2.60
H 0.34 0.00 -5.16
H 0.88 -1.44 -6.94
H -0.05 -3.69 -7.26
H -1.38 -4.72 -5.45
H -1.96 -3.23 -3.44
H -2.90 0.68 -5.01
H -5.17 1.44 -4.85
H -6.56 0.88 -2.95
H -5.63 -0.64 -1.13
H -3.24 -1.29 -1.17
N 2.48 1.39 1.48
C 3.24 2.05 2.46
N 3.72 3.23 2.08
O 3.45 1.64 3.60
H 2.75 1.52 0.48
H 2.29 0.43 1.77
H 3.67 3.54 1.12
H 4.40 3.72 2.68
Se 3.29 -0.20 5.28
N 3.10 -1.20 3.74
C 2.98 -2.44 4.20
C 2.94 -3.60 3.32
C 2.88 -4.82 3.84
C 2.89 -4.97 5.28
C 2.91 -3.96 6.13
C 3.01 -2.62 5.61
N 3.14 -1.59 6.39
H 3.01 -3.30 2.24
H 2.89 -5.63 3.17
H 3.01 -5.97 5.61
H 2.99 -3.99 7.18